(1)
This record from the Open Molecules 2025 dataset describes a 16-piece molecular cluster, C64H176N16O16 overall. The level of theory is ωB97M-V/def2-TZVPD.

```
272
Properties=species:S:1:pos:R:3:lowdin_charge:R:1
C -2.572 -4.261 0.565 -0.031
C -2.808 -5.465 1.455 -0.406
C -4.237 -5.550 1.938 -0.121
O -4.565 -4.341 2.786 -0.211
C -4.491 -4.605 4.130 -0.167
N -2.546 -6.661 0.645 0.073
H -3.332 -4.307 -0.163 0.048
H -1.616 -4.346 0.081 0.063
H -2.635 -3.335 1.081 0.050
H -2.150 -5.460 2.279 0.115
H -4.487 -6.453 2.510 0.122
H -4.983 -5.504 1.126 0.107
H -4.679 -3.677 4.697 0.088
H -3.474 -4.895 4.370 0.071
H -5.188 -5.382 4.533 0.098
H -3.228 -6.698 -0.059 0.053
H -2.691 -7.453 1.223 0.069
C -2.758 1.322 -6.275 -0.036
C -4.059 2.155 -6.244 -0.393
C -4.474 2.532 -4.811 -0.217
O -5.168 1.492 -4.185 -0.186
C -5.458 1.789 -2.873 -0.122
N -3.898 3.372 -7.061 0.029
H -2.084 1.626 -5.482 0.039
H -2.197 1.541 -7.144 0.040
H -2.988 0.200 -6.223 0.113
H -4.865 1.545 -6.615 0.122
H -5.125 3.468 -4.782 0.144
H -3.592 2.690 -4.214 0.092
H -6.293 2.499 -2.805 0.101
H -4.530 2.169 -2.441 0.070
H -5.618 0.837 -2.382 0.083
H -4.828 3.728 -7.332 0.084
H -3.313 3.226 -7.877 0.044
C 5.129 2.890 -7.533 -0.055
C 5.655 1.863 -6.571 -0.500
C 4.604 0.943 -6.035 -0.242
O 3.602 1.682 -5.400 -0.227
C 2.438 0.860 -5.103 -0.057
N 6.602 1.044 -7.215 0.030
H 4.131 3.282 -7.263 0.056
H 5.135 2.456 -8.538 0.085
H 5.758 3.806 -7.645 0.091
H 6.083 2.343 -5.705 0.127
H 5.159 0.258 -5.289 0.139
H 4.126 0.219 -6.770 0.141
H 1.702 1.630 -4.809 0.063
H 2.641 0.155 -4.309 0.061
H 2.053 0.251 -6.040 0.133
H 7.156 0.481 -6.601 0.072
H 7.210 1.569 -7.872 0.099
C -3.936 4.438 4.385 -0.066
C -3.748 3.050 3.934 -0.479
C -4.588 2.016 4.692 -0.190
O -4.346 0.673 4.330 -0.223
C -3.103 0.047 4.697 -0.071
N -3.890 2.976 2.484 0.064
H -3.897 4.489 5.444 0.055
H -4.868 4.923 4.024 0.097
H -2.991 4.982 4.059 0.099
H -2.704 2.675 4.176 0.121
H -5.641 2.071 4.382 0.123
H -4.452 2.246 5.814 0.146
H -3.290 -0.896 5.149 0.068
H -2.605 0.622 5.439 0.065
H -2.312 -0.128 3.965 0.067
H -3.721 2.028 2.176 0.045
H -4.835 3.192 2.141 0.081
C 1.110 2.212 3.885 -0.057
C 0.252 3.416 4.026 -0.488
C 0.003 3.756 5.550 -0.200
O -0.926 2.825 6.035 -0.208
C -1.419 3.226 7.318 -0.093
N 0.782 4.608 3.509 0.053
H 2.094 2.207 4.337 0.086
H 1.150 2.013 2.805 0.057
H 0.496 1.481 4.389 0.069
H -0.767 3.090 3.553 0.144
H -0.450 4.781 5.546 0.121
H 0.976 3.712 6.121 0.145
H -1.624 4.274 7.433 0.080
H -0.750 2.876 8.096 0.088
H -2.339 2.743 7.488 0.059
H 0.030 5.283 3.497 0.071
H 1.039 4.456 2.540 0.054
C 1.648 3.362 -8.875 -0.050
C 0.589 3.202 -7.793 -0.406
C 1.027 3.683 -6.419 -0.202
O 0.094 3.121 -5.515 -0.224
C 0.020 3.819 -4.333 -0.135
N -0.781 3.727 -8.130 0.039
H 1.306 2.924 -9.790 0.068
H 2.510 2.742 -8.529 0.072
H 1.947 4.364 -9.151 0.078
H 0.396 2.123 -7.715 0.131
H 0.973 4.728 -6.514 0.112
H 2.065 3.432 -6.106 0.118
H -0.438 4.841 -4.450 0.116
H 1.037 3.867 -3.881 0.093
H -0.557 3.244 -3.599 0.060
H -1.394 3.748 -7.304 0.039
H -0.756 4.694 -8.502 0.082
C -0.515 -2.324 3.090 -0.039
C -0.891 -2.561 4.552 -0.423
C -0.325 -3.890 5.063 -0.238
O -0.671 -4.027 6.388 -0.187
C -0.145 -5.247 6.940 -0.083
N -0.402 -1.401 5.218 0.083
H -1.153 -1.550 2.726 0.056
H -0.694 -3.161 2.430 0.063
H 0.533 -2.095 3.021 0.061
H -1.970 -2.591 4.665 0.115
H 0.753 -3.745 4.970 0.109
H -0.644 -4.790 4.478 0.132
H -0.415 -5.356 8.035 0.111
H 0.915 -5.368 6.715 0.083
H -0.621 -6.074 6.450 0.068
H -0.324 -1.616 6.208 0.087
H 0.509 -1.139 4.913 0.053
C -0.019 -7.845 -2.201 -0.049
C 0.798 -6.621 -1.905 -0.409
C 0.339 -5.376 -2.687 -0.177
O 1.453 -4.493 -2.834 -0.223
C 1.064 -3.323 -3.527 -0.099
N 0.755 -6.430 -0.454 0.074
H -0.126 -8.012 -3.238 0.060
H -0.957 -7.688 -1.809 0.045
H 0.631 -8.696 -1.921 0.101
H 1.788 -6.745 -2.120 0.105
H -0.414 -4.826 -2.080 0.107
H -0.088 -5.562 -3.683 0.126
H 1.927 -2.580 -3.504 0.106
H 0.139 -2.940 -3.115 0.068
H 0.839 -3.683 -4.524 0.080
H -0.206 -6.438 -0.095 0.048
H 1.106 -5.546 -0.175 0.018
C 4.586 3.583 1.259 -0.054
C 5.829 4.237 1.773 -0.448
C 6.042 5.562 1.036 -0.185
O 6.563 5.292 -0.283 -0.192
C 7.152 6.457 -0.846 -0.112
N 5.829 4.380 3.219 0.029
H 4.494 3.742 0.214 0.041
H 3.748 4.060 1.742 0.074
H 4.561 2.542 1.555 0.073
H 6.665 3.611 1.624 0.121
H 6.773 6.160 1.557 0.101
H 5.207 6.300 0.946 0.138
H 7.591 6.266 -1.819 0.089
H 7.961 6.844 -0.336 0.051
H 6.439 7.292 -0.848 0.093
H 6.507 5.137 3.588 0.112
H 4.886 4.678 3.467 0.064
C -6.660 0.720 1.544 -0.049
C -6.144 -0.705 1.687 -0.444
C -4.723 -0.893 1.229 -0.181
O -4.621 -0.476 -0.155 -0.189
C -3.270 -0.144 -0.366 -0.119
N -6.424 -1.161 3.034 0.061
H -6.502 1.028 0.534 0.060
H -6.305 1.428 2.305 0.058
H -7.730 0.646 1.595 0.072
H -6.825 -1.273 0.966 0.149
H -4.262 -1.863 1.326 0.101
H -4.118 -0.244 1.875 0.105
H -2.675 -1.070 -0.233 0.089
H -2.852 0.601 0.285 0.063
H -3.175 0.219 -1.399 0.076
H -5.776 -0.669 3.669 0.061
H -6.206 -2.160 3.015 0.062
C 4.434 -1.197 -1.959 -0.048
C 5.191 -0.181 -1.027 -0.445
C 5.483 1.089 -1.697 -0.213
O 4.289 1.879 -1.764 -0.232
C 4.454 3.130 -2.499 -0.045
N 4.511 -0.092 0.254 0.051
H 5.073 -1.511 -2.833 0.088
H 3.556 -0.742 -2.435 0.043
H 4.048 -2.095 -1.505 0.049
H 6.178 -0.654 -0.806 0.147
H 5.981 0.966 -2.689 0.135
H 6.199 1.558 -0.961 0.139
H 4.656 2.971 -3.539 0.061
H 5.180 3.751 -2.015 0.067
H 3.455 3.608 -2.436 0.080
H 3.698 0.608 0.195 0.064
H 5.127 0.212 1.042 0.084
C 4.509 -0.671 7.539 -0.029
C 3.361 -1.504 6.950 -0.444
C 3.488 -1.948 5.491 -0.191
O 3.365 -0.803 4.639 -0.187
C 3.566 -1.073 3.319 -0.137
N 3.090 -2.684 7.732 0.049
H 4.319 -0.653 8.580 0.063
H 4.596 0.237 7.042 0.056
H 5.448 -1.174 7.411 0.076
H 2.439 -0.857 6.873 0.142
H 2.732 -2.673 5.212 0.089
H 4.429 -2.496 5.331 0.135
H 4.614 -1.280 3.173 0.088
H 3.316 -0.208 2.714 0.074
H 2.907 -1.917 3.053 0.079
H 2.669 -2.328 8.578 0.077
H 2.374 -3.174 7.241 0.040
C 0.174 0.142 0.860 -0.043
C 0.978 0.700 -0.387 -0.314
C 0.088 1.098 -1.567 -0.227
O -0.392 -0.031 -2.229 -0.184
C -1.183 0.375 -3.347 -0.092
N 1.833 1.890 0.086 0.052
H 0.872 -0.246 1.606 0.062
H -0.350 -0.676 0.502 0.020
H -0.469 0.881 1.325 0.070
H 1.678 -0.034 -0.758 0.105
H 0.690 1.711 -2.252 0.114
H -0.812 1.664 -1.313 0.101
H -0.504 0.761 -4.076 0.063
H -1.806 1.198 -3.076 0.055
H -1.781 -0.491 -3.669 0.102
H 2.595 2.144 -0.601 0.051
H 1.163 2.653 0.317 0.052
C 4.828 -5.614 2.348 -0.044
C 3.361 -5.121 2.547 -0.416
C 2.993 -4.164 1.335 -0.202
O 1.634 -3.753 1.310 -0.211
C 1.459 -2.926 0.172 -0.087
N 2.438 -6.220 2.742 0.051
H 5.383 -4.716 2.429 0.049
H 4.903 -5.991 1.283 0.095
H 5.085 -6.339 3.143 0.085
H 3.263 -4.543 3.422 0.095
H 3.228 -4.734 0.421 0.121
H 3.633 -3.348 1.265 0.085
H 0.399 -2.765 0.113 0.081
H 1.754 -3.508 -0.693 0.071
H 2.055 -2.056 0.275 0.065
H 1.509 -5.864 2.937 0.059
H 2.438 -6.729 1.879 0.054
C -2.423 5.055 -1.429 -0.039
C -1.051 4.757 -0.811 -0.430
C -0.252 6.001 -0.447 -0.226
O 0.946 5.845 0.263 -0.186
C 1.968 5.413 -0.658 -0.091
N -1.142 3.860 0.326 0.071
H -2.900 4.207 -1.832 0.040
H -2.394 5.786 -2.200 0.063
H -3.076 5.467 -0.632 0.094
H -0.460 4.249 -1.573 0.092
H -0.781 6.679 0.243 0.136
H -0.049 6.592 -1.375 0.132
H 2.867 5.111 -0.137 0.053
H 2.179 6.182 -1.456 0.105
H 1.573 4.507 -1.222 0.072
H -1.624 2.993 0.154 0.043
H -1.684 4.220 1.098 0.062
C -7.699 -3.829 -1.148 -0.055
C -6.513 -4.488 -1.896 -0.434
C -5.380 -3.504 -1.940 -0.188
O -4.232 -4.214 -2.488 -0.182
C -3.229 -3.291 -2.681 -0.141
N -6.065 -5.755 -1.297 0.032
H -7.821 -2.792 -1.493 0.078
H -7.501 -3.821 -0.032 0.096
H -8.703 -4.172 -1.290 0.055
H -6.753 -4.721 -2.974 0.149
H -5.195 -3.136 -0.860 0.148
H -5.533 -2.741 -2.611 0.101
H -2.326 -3.691 -2.367 0.033
H -3.373 -2.347 -2.145 0.081
H -3.061 -3.115 -3.763 0.105
H -5.516 -6.274 -1.999 0.081
H -6.875 -6.378 -1.199 0.082
```

## Properties
energy relative to the best compared isomer or geometry (same formula, charge and spin)	4.633	eV
orbital gap	9.21	eV
E_tot	-4623.514773	Eh
multiplicity	1
M	1426.21	g/mol



(2)
This record from the Open Molecules 2025 dataset describes C64H49GaIO10 as an isolated structure. The level of theory is ωB97M-V/def2-TZVPD.

```
125
Properties=species:S:1:pos:R:3:lowdin_charge:R:1
C 1.106 5.062 2.631 -0.172
C 0.544 3.658 2.366 -0.423
C -0.914 3.409 2.882 -0.795
I -0.777 2.201 4.692 0.618
Ga -2.079 5.110 3.172 0.289
C -3.335 5.520 1.596 -0.303
C -4.368 4.422 1.237 -0.307
C -5.231 3.975 2.421 -0.194
C -4.665 2.763 3.154 -0.204
O -5.201 1.529 2.602 -0.033
C -4.210 0.886 1.974 -0.429
O -4.229 0.837 0.855 0.148
H 2.178 5.061 2.436 0.060
H 0.585 5.778 2.007 0.043
H 0.908 5.316 3.665 0.042
H 1.210 2.951 2.861 0.036
H 0.574 3.391 1.307 0.090
H -1.418 2.807 2.122 -0.007
H -3.056 4.759 4.426 -0.067
H -1.207 6.383 3.607 -0.074
H -2.697 5.636 0.708 0.028
H -3.888 6.450 1.728 0.035
H -5.047 4.869 0.498 0.074
H -3.910 3.583 0.708 0.095
H -6.201 3.659 2.019 0.105
H -5.465 4.771 3.121 0.105
H -4.850 2.854 4.221 0.112
H -3.584 2.753 3.027 0.046
H -3.402 0.447 2.563 0.150
C -7.616 3.849 -1.850 -0.049
C -6.240 3.736 -1.684 -0.059
C -5.386 4.561 -2.392 0.008
C -5.902 5.494 -3.278 -0.076
C -7.285 5.591 -3.462 -0.086
C -8.137 4.773 -2.736 -0.005
C -7.855 6.551 -4.443 -0.280
O -9.054 6.640 -4.602 0.099
C -6.922 7.399 -5.237 -0.081
C -7.431 8.261 -6.197 -0.009
C -6.577 9.061 -6.930 -0.066
C -5.206 9.012 -6.701 -0.064
C -4.692 8.152 -5.749 -0.005
C -5.545 7.336 -5.021 -0.079
C -4.975 6.388 -4.022 -0.279
O -3.783 6.344 -3.828 0.117
H -8.282 3.208 -1.287 0.108
H -5.835 3.003 -0.997 0.103
H -4.318 4.474 -2.256 0.128
H -9.206 4.854 -2.867 0.118
H -8.496 8.303 -6.376 0.118
H -6.976 9.728 -7.682 0.103
H -4.539 9.645 -7.270 0.104
H -3.627 8.112 -5.575 0.120
C -4.606 -0.963 -1.297 -0.062
C -5.649 -0.177 -1.764 -0.057
C -5.694 0.210 -3.085 -0.006
C -4.690 -0.178 -3.956 -0.085
C -3.625 -0.954 -3.485 -0.081
C -3.593 -1.353 -2.151 0.013
C -2.518 -1.338 -4.393 -0.282
O -1.595 -2.013 -3.995 0.104
C -2.554 -0.871 -5.808 -0.080
C -1.499 -1.174 -6.656 -0.007
C -1.528 -0.757 -7.973 -0.065
C -2.620 -0.043 -8.454 -0.064
C -3.672 0.266 -7.612 -0.006
C -3.639 -0.138 -6.286 -0.081
C -4.762 0.231 -5.381 -0.282
O -5.711 0.857 -5.801 0.105
H -4.588 -1.264 -0.263 0.099
H -6.432 0.135 -1.087 0.111
H -6.513 0.820 -3.438 0.118
H -2.778 -1.959 -1.783 0.121
H -0.651 -1.731 -6.286 0.118
H -0.702 -0.990 -8.630 0.104
H -2.645 0.277 -9.487 0.104
H -4.516 0.826 -7.987 0.119
C 5.246 -3.218 0.059 -0.058
C 3.893 -3.109 -0.245 -0.053
C 2.983 -2.775 0.742 0.002
C 3.417 -2.560 2.040 -0.075
C 4.775 -2.693 2.347 -0.081
C 5.685 -3.012 1.351 -0.004
C 5.256 -2.517 3.736 -0.266
O 6.438 -2.631 3.999 0.069
C 4.271 -2.209 4.801 -0.082
C 4.710 -2.100 6.111 -0.011
C 3.815 -1.801 7.115 -0.062
C 2.475 -1.601 6.816 -0.051
C 2.022 -1.712 5.514 0.009
C 2.916 -2.027 4.496 -0.070
C 2.431 -2.183 3.095 -0.276
O 1.267 -2.017 2.822 0.123
H 5.956 -3.470 -0.717 0.107
H 3.549 -3.282 -1.252 0.106
H 1.936 -2.687 0.498 0.122
H 6.735 -3.102 1.585 0.115
H 5.753 -2.251 6.347 0.117
H 4.160 -1.721 8.137 0.106
H 1.777 -1.361 7.606 0.110
H 0.975 -1.557 5.300 0.120
C 7.635 -6.000 5.412 -0.045
C 8.077 -5.028 4.520 -0.049
C 8.708 -5.402 3.348 0.006
C 8.912 -6.744 3.066 -0.083
C 8.489 -7.719 3.975 -0.087
C 7.841 -7.340 5.141 -0.004
C 8.742 -9.160 3.713 -0.281
O 8.373 -10.007 4.497 0.104
C 9.467 -9.544 2.470 -0.082
C 9.762 -10.879 2.236 -0.006
C 10.423 -11.248 1.080 -0.062
C 10.785 -10.284 0.145 -0.061
C 10.499 -8.952 0.375 -0.005
C 9.848 -8.575 1.540 -0.082
C 9.576 -7.132 1.793 -0.280
O 9.895 -6.294 0.980 0.107
H 7.132 -5.707 6.324 0.108
H 7.926 -3.986 4.739 0.085
H 9.046 -4.646 2.654 0.121
H 7.500 -8.091 5.838 0.119
H 9.479 -11.630 2.958 0.119
H 10.656 -12.288 0.902 0.105
H 11.296 -10.575 -0.763 0.105
H 10.785 -8.205 -0.350 0.119
```

## Properties
charge	-1
energy relative to the best compared isomer or geometry (same formula, charge and spin)	0.883	eV
orbital gap	5.02	eV
E_tot	-5443.184786	Eh
multiplicity	1
M	1174.71	g/mol